{"formula": "C22H59F3N6O30P4", "method": "the ωB97M-V functional and the def2-TZVPD basis", "symbols": ["C", "C", "O", "C", "O", "C", "F", "F", "F", "H", "H", "H", "H", "H", "C", "O", "P", "O", "O", "C", "O", "C", "H", "H", "H", "H", "H", "H", "H", "H", "H", "C", "O", "P", "O", "O", "C", "O", "C", "H", "H", "H", "H", "H", "H", "H", "H", "H", "C", "O", "P", "O", "O", "C", "O", "C", "H", "H", "H", "H", "H", "H", "H", "H", "H", "C", "O", "P", "O", "O", "C", "O", "C", "H", "H", "H", "H", "H", "H", "H", "H", "H", "C", "N", "O", "O", "H", "H", "H", "C", "N", "O", "O", "H", "H", "H", "C", "N", "O", "O", "H", "H", "H", "C", "N", "O", "O", "H", "H", "H", "C", "N", "O", "O", "H", "H", "H", "C", "N", "O", "O", "H", "H", "H"], "xyz": [[-14.61234, 4.37973, 23.97902], [-15.07640, 4.91241, 22.61200], [-14.50912, 6.20054, 22.58377], [-14.91770, 7.02473, 21.53793], [-15.56975, 6.63944, 20.56894], [-14.48007, 8.46434, 21.71811], [-13.53230, 8.65697, 22.65502], [-14.04068, 8.94151, 20.54626], [-15.51485, 9.22615, 21.97734], [-14.92615, 5.08578, 24.74786], [-13.52959, 4.27813, 24.05275], [-15.08787, 3.44157, 24.26508], [-16.15917, 4.79668, 22.66008], [-14.73867, 4.47605, 21.67199], [-6.93748, 6.18031, 35.24896], [-5.72009, 6.89117, 35.45622], [-4.74739, 6.64898, 36.70300], [-5.37564, 6.84282, 38.01765], [-3.44227, 7.56011, 36.36365], [-3.56026, 8.97288, 36.26908], [-4.21033, 5.17657, 36.48410], [-3.20130, 4.93019, 35.48845], [-6.76502, 5.54021, 34.38373], [-7.74711, 6.86095, 34.98564], [-7.14855, 5.67608, 36.19199], [-4.43936, 9.27645, 36.83752], [-3.55294, 9.40566, 35.26870], [-2.66600, 9.33954, 36.77303], [-2.24092, 4.59070, 35.87641], [-3.06668, 5.75308, 34.78643], [-3.58195, 4.16482, 34.81212], [-13.41149, 12.23487, 36.48596], [-12.12348, 12.27266, 35.97412], [-11.05781, 11.10831, 36.33329], [-9.74999, 11.26322, 35.61691], [-11.07830, 11.09509, 37.93250], [-9.98769, 10.76687, 38.70137], [-11.86674, 9.72020, 36.03556], [-12.20967, 9.40508, 34.67990], [-14.07161, 12.86473, 35.88963], [-13.30960, 12.70623, 37.46348], [-13.83273, 11.23004, 36.51705], [-9.13355, 10.41202, 38.12463], [-10.15664, 9.95929, 39.41367], [-9.61312, 11.58663, 39.31439], [-12.27461, 8.34383, 34.43986], [-11.52350, 9.89307, 33.98771], [-13.19238, 9.81788, 34.45189], [-9.02393, -1.09909, 25.91559], [-8.53362, -2.30428, 26.53261], [-8.30043, -3.62469, 25.69609], [-9.52996, -4.34184, 25.23575], [-7.27230, -3.15205, 24.54513], [-6.91606, -4.07629, 23.52999], [-7.24130, -4.46905, 26.60633], [-7.77622, -5.39119, 27.48012], [-9.88250, -0.76376, 26.49741], [-9.29635, -1.34261, 24.88866], [-8.31850, -0.28250, 26.06935], [-7.57595, -4.93360, 23.39711], [-5.90558, -4.44792, 23.70004], [-7.01465, -3.71615, 22.50593], [-8.84759, -5.53064, 27.33583], [-7.66447, -4.95220, 28.47153], [-7.16382, -6.29164, 27.43249], [-18.55332, 9.07207, 26.01741], [-18.22905, 7.70248, 26.32154], [-19.24069, 6.84936, 27.30831], [-20.66650, 7.03790, 26.98525], [-18.69498, 5.27202, 27.39551], [-19.24009, 4.22929, 26.66507], [-18.79636, 7.62301, 28.67973], [-17.45967, 7.48555, 29.12933], [-19.29536, 9.45353, 26.71882], [-18.90014, 9.23593, 24.99714], [-17.71345, 9.76595, 26.05302], [-19.91326, 4.45547, 25.83816], [-19.79630, 3.57364, 27.33504], [-18.45898, 3.66156, 26.15945], [-17.25008, 6.78155, 29.93466], [-17.13194, 8.45062, 29.51575], [-16.79291, 7.27465, 28.29324], [-6.14063, 9.92309, 31.76682], [-6.32707, 10.97911, 30.74470], [-5.46657, 11.86935, 30.70152], [-7.31746, 10.92280, 30.03333], [-6.81464, 9.10291, 31.51963], [-6.39168, 10.39980, 32.71436], [-5.09175, 9.62665, 31.77562], [-10.39754, 2.42109, 20.89411], [-9.93680, 3.65667, 21.57428], [-10.10386, 4.72501, 21.03507], [-9.45288, 3.54192, 22.68129], [-11.16205, 2.00632, 21.55109], [-9.52443, 1.79887, 20.69763], [-10.84197, 2.65537, 19.92681], [-12.18263, 0.75216, 34.83945], [-11.49602, 1.31772, 33.58539], [-12.13084, 1.34843, 32.52092], [-10.33608, 1.54944, 33.70451], [-12.00174, 1.47121, 35.63842], [-11.78317, -0.20195, 35.18325], [-13.26320, 0.68796, 34.71159], [-11.77175, 10.92249, 27.07559], [-12.56914, 11.69385, 28.10592], [-13.75733, 11.35403, 28.16186], [-12.10620, 12.64448, 28.67522], [-12.41036, 11.13404, 26.21797], [-11.84450, 9.87473, 27.36716], [-10.81651, 11.37712, 26.81305], [-2.98456, 5.16359, 30.22257], [-4.34748, 5.46577, 29.79641], [-5.20469, 5.08941, 30.56602], [-4.50570, 5.92847, 28.68002], [-2.30814, 4.91355, 29.40524], [-2.98770, 4.36629, 30.96580], [-2.62876, 6.07602, 30.70108], [-10.48347, 4.60991, 28.68026], [-10.96826, 5.74540, 29.55479], [-12.19173, 5.93288, 29.67202], [-10.10455, 6.37046, 30.16093], [-11.27124, 3.86956, 28.54100], [-9.56798, 4.21286, 29.11881], [-10.26395, 4.91146, 27.65606]], "forces_ev_per_a": [[0.22, -0.35, -0.30], [0.42, -1.34, 0.82], [-1.20, 3.33, -1.54], [-0.98, -3.53, -0.64], [1.59, 1.22, 2.53], [0.98, 0.98, -0.73], [-0.52, -0.33, -0.45], [0.80, -0.44, -0.14], [-1.18, 0.31, 1.12], [0.00, 0.21, -0.15], [-0.02, -0.05, -0.08], [0.07, -0.16, -0.34], [-0.24, 1.05, -0.48], [0.06, -0.90, 0.40], [0.24, -0.09, 0.25], [1.08, 1.14, -0.07], [-0.08, 0.52, 0.06], [0.34, -0.04, -0.73], [-1.34, -1.34, -0.52], [0.29, 0.50, 1.14], [1.08, 0.16, -0.01], [-0.53, -0.48, -1.34], [-0.20, -0.41, 0.32], [0.18, 0.21, 0.24], [-0.48, -0.41, -0.38], [0.02, 0.37, -0.17], [-0.27, -0.61, -0.22], [-0.14, 0.26, 0.05], [-0.26, 0.27, 0.46], [0.16, 0.42, 0.54], [-0.11, -0.44, 0.36], [-1.00, 0.63, 0.95], [2.42, -1.19, -0.97], [0.30, -0.11, -1.19], [-2.20, -0.23, 1.40], [-1.21, 0.46, -1.49], [2.47, -0.88, 1.32], [0.65, 0.50, 0.26], [-0.31, 0.90, -0.75], [0.21, -0.02, -0.21], [-0.72, -0.36, 0.34], [0.08, -0.02, 0.23], [-0.04, 0.17, -0.37], [-0.75, -0.10, -0.14], [-0.33, 0.41, -0.25], [0.41, -0.05, 0.71], [0.21, -0.20, 0.00], [-0.15, 0.08, 0.15], [-0.48, -0.17, 0.60], [0.48, -0.16, 0.00], [0.50, -0.99, -0.69], [1.78, 0.94, 0.73], [-1.06, 0.10, 0.18], [0.08, -1.12, -0.95], [-0.98, 1.92, -2.35], [-0.26, -0.51, 1.98], [-0.34, -0.36, -0.24], [0.07, 0.65, -0.01], [0.45, -0.36, -0.60], [-0.27, -0.21, 1.04], [-0.03, 0.16, 0.03], [0.38, 1.14, 0.26], [0.12, -0.53, -0.26], [0.00, -0.30, 0.35], [-0.44, -0.19, -0.06], [-0.51, 0.63, 0.12], [-0.27, -1.33, -0.21], [0.51, 1.18, -0.05], [1.07, -0.58, 0.33], [0.24, 4.18, 0.46], [-0.86, -1.65, -1.14], [-0.95, -2.08, -0.41], [1.38, 0.78, -0.07], [-0.10, -0.07, -0.11], [-0.41, -0.76, -0.02], [0.62, -0.67, 0.56], [-0.20, 0.83, 0.24], [0.12, -0.05, 0.05], [0.37, -0.02, 0.42], [-0.75, -0.39, -0.15], [-0.24, 0.15, -0.04], [0.02, -0.17, 0.00], [-0.08, -0.12, 0.10], [0.55, 1.16, -0.67], [-1.14, -1.16, 0.02], [0.71, 0.06, 0.48], [0.14, 0.15, 0.16], [-0.05, -0.19, 0.00], [-0.17, 0.09, -0.09], [-0.23, -0.02, -0.58], [0.00, 0.64, 0.37], [-0.15, 0.10, -0.59], [0.10, -0.57, 0.09], [0.40, -0.36, -0.05], [-0.20, -0.16, 0.53], [0.04, 0.35, 0.24], [-0.60, 0.98, 0.28], [-2.03, -2.05, -0.70], [0.56, 0.26, 1.62], [1.29, 0.71, 0.11], [0.18, 0.05, -0.16], [0.34, 0.10, -0.70], [0.25, -0.04, -0.46], [-1.03, 0.75, -0.34], [-1.30, -0.11, -0.68], [1.22, 0.06, 0.30], [0.50, -0.01, 0.25], [0.06, -0.61, -0.22], [0.44, 0.22, -0.20], [0.12, -0.32, 0.90], [1.47, 0.29, 0.72], [0.02, -1.41, -1.01], [-0.67, 0.60, -0.05], [-0.22, 0.22, 0.71], [-0.48, 0.17, -0.17], [-0.28, 0.15, -0.18], [0.15, -0.03, 0.00], [-0.18, -0.27, -0.36], [-0.73, 0.18, 0.62], [2.05, -0.34, -0.49], [-0.90, -0.51, -0.76], [-0.01, 0.11, 0.65], [-0.30, 0.07, 0.10], [0.08, 0.78, 0.25]], "gap_ev": 10.4, "smiles": "CCOC(=O)C(F)(F)F.COP(=O)(OC)OC.COP(=O)(OC)OC.COP(=O)(OC)OC.COP(=O)(OC)OC.C[N+](=O)[O-].C[N+](=O)[O-].C[N+](=O)[O-].C[N+](=O)[O-].C[N+](=O)[O-].C[N+](=O)[O-]", "de_lowest_kj_mol": 332.1, "charge": 0, "e_lumo_ha": -0.006}

=====

{"formula": "C5H11NO", "method": "the ωB97M-V functional and the def2-TZVPD basis", "symbols": ["C", "C", "C", "C", "N", "C", "O", "H", "H", "H", "H", "H", "H", "H", "H", "H", "H", "H"], "xyz": [[0.54970, -1.17981, 1.79432], [0.76728, -0.69863, 0.36482], [1.60105, -1.78238, -0.38120], [-0.46860, -0.51402, -0.49688], [-1.33799, 0.58835, -0.05060], [-0.95542, 1.88602, -0.21405], [-0.26523, 2.28408, -1.12408], [1.46748, -1.10238, 2.35168], [-0.01271, -2.12083, 1.76375], [-0.30437, -0.62811, 2.21657], [1.42577, 0.17485, 0.36536], [2.04013, -1.38143, -1.28133], [2.31774, -2.32911, 0.22921], [0.88549, -2.57316, -0.64512], [-0.38321, -0.51038, -1.57988], [-1.03958, -1.42162, -0.25244], [-2.17563, 0.28783, 0.41126], [-1.48578, 2.55824, 0.47348]], "forces_ev_per_a": [[-2.62, 0.71, -1.00], [2.28, -0.70, -1.07], [-1.09, -0.46, 0.38], [-1.61, -0.24, 1.15], [1.12, -0.80, -0.20], [-1.64, -0.07, -0.69], [0.76, -0.10, 0.52], [-0.05, -0.40, 0.46], [1.14, -0.73, 0.06], [0.78, 0.78, 0.49], [-0.44, 0.35, 0.10], [0.28, -0.03, -0.26], [0.35, 0.51, 0.14], [0.11, 0.02, -0.33], [0.74, 0.19, 0.01], [-0.17, 0.05, -0.36], [0.01, 0.67, 0.48], [0.07, 0.25, 0.11]], "gap_ev": 10.6, "smiles": "CC(C)CNC=O", "de_lowest_kj_mol": 106.6, "charge": 0, "e_lumo_ha": 0.030}

=====

{"formula": "C4H7NO2", "method": "the ωB97M-V functional and the def2-TZVPD basis", "symbols": ["O", "C", "C", "C", "C", "O", "N", "H", "H", "H", "H", "H", "H", "H"], "xyz": [[-1.77532, 0.10416, -1.12748], [-1.51757, 0.36760, -0.01500], [-0.06595, 0.92329, 0.36137], [0.89744, -0.27386, 0.45766], [1.05989, -1.07525, -0.82962], [1.54252, -2.16410, -0.80381], [-0.07169, 1.68132, 1.52955], [-2.23248, 0.18864, 0.80598], [0.24387, 1.56247, -0.46964], [1.86957, 0.06291, 0.79594], [0.62518, -0.98642, 1.23962], [0.74700, -0.65015, -1.79807], [0.05342, 1.22398, 2.42544], [-0.55320, 2.57429, 1.49464]], "forces_ev_per_a": [[0.31, 0.19, -0.04], [-1.37, -0.74, -0.47], [2.28, 0.52, 0.91], [-0.61, -0.49, 0.12], [0.13, -0.09, -0.24], [0.12, -0.29, 0.18], [-0.72, -0.31, -0.76], [0.24, 0.11, 0.23], [-0.54, 0.05, -0.23], [0.34, 0.44, -0.25], [-0.37, -0.03, -0.02], [-0.09, 0.36, 0.09], [-0.03, 0.18, 0.10], [0.30, 0.11, 0.37]], "multiplicity": 2, "gap_ev": [9.1, 5.0], "de_lowest_kj_mol": 61.0, "charge": 1, "e_lumo_ha": [-0.183, -0.335]}